No. 1
Density functional theory data (wB97M-V/def2-TZVPD) for 2 unconnected molecules or ions with the total composition C2H8N3O in a non-equilibrium geometry.

Summary:
* highest occupied orbital energy: -0.55895 Ha
* multiplicity: 1
* charge: +1
* relative energy (zero: lowest compared OMol25 entry of this formula, charge and spin): 2.628 eV

Each line ends with the natural charge from an NBO analysis.
Element x y z (Å)
N: 0.90893 -1.65689 0.02685  -0.813
C: 0.95683 -0.99085 -1.19206  0.762
N: 0.09879 0.22113 -1.39751  -0.778
O: 1.69963 -1.33436 -2.10181  -0.510
H: 0.46323 -1.28615 0.91030  0.411
H: 1.62046 -2.37715 0.20371  0.449
H: 0.73368 0.94972 -1.74588  0.466
H: -0.60966 0.02144 -2.09746  0.458
C: -1.28556 1.58913 1.54770  0.073
N: -0.93588 0.43952 1.11467  -0.718
H: -0.72712 2.17163 2.32908  0.199
H: -2.13093 1.98069 1.06144  0.189
H: -0.40119 0.34050 -0.46244  0.461
H: -0.39121 -0.06836 1.80341  0.350

No. 2
Density functional theory data (wB97M-V/def2-TZVPD) for 2 unconnected molecules or ions with the total composition C17H36IN2O2.

Summary:
* highest occupied orbital energy: -0.41933 Ha
* multiplicity: 1
* charge: +1

Each line ends with the natural charge from an NBO analysis.
Element x y z (Å)
C: 4.98201 -4.20742 1.76957  -0.609
C: 4.43472 -4.09266 0.34755  -0.390
C: 3.14459 -3.26945 0.25972  -0.429
C: 3.42544 -1.75593 0.25356  -0.210
N: 2.49288 -0.87322 0.98095  -0.502
C: 1.08092 -1.05168 0.63140  -0.206
C: 0.24719 -1.93782 1.57430  -0.479
C: -0.80141 -2.74811 0.82213  -0.519
I: -1.36671 -4.51915 1.85982  0.116
C: 2.75753 -0.79170 2.35541  0.893
O: 3.27745 -1.64208 3.01021  -0.542
O: 2.31145 0.38813 2.91666  -0.736
H: 4.17659 -4.39312 2.48316  0.210
H: 5.70409 -5.02183 1.84379  0.216
H: 5.47959 -3.29025 2.09136  0.207
H: 5.18884 -3.62412 -0.29561  0.195
H: 4.24133 -5.08965 -0.05394  0.208
H: 2.62943 -3.54677 -0.66575  0.199
H: 2.50024 -3.52781 1.10196  0.207
H: 3.43471 -1.38645 -0.77636  0.195
H: 4.42014 -1.56818 0.66083  0.217
H: 0.61827 -0.05884 0.56846  0.178
H: 1.06741 -1.46493 -0.38123  0.204
H: 0.90151 -2.60870 2.13114  0.245
H: -0.26066 -1.31093 2.31401  0.215
H: -0.43017 -3.09278 -0.14188  0.218
H: -1.72895 -2.19662 0.67246  0.202
H: 2.97178 1.06847 2.73515  0.500
C: -1.44337 1.63866 2.07857  -0.613
C: -2.68997 1.30379 1.26246  -0.433
C: -2.43264 0.79155 -0.14854  -0.206
N: -2.12658 1.79903 -1.27846  -0.211
C: -2.01170 3.22772 -0.79735  -0.214
C: -1.90197 4.23973 -1.92791  -0.425
C: -3.06470 4.11649 -2.90375  -0.404
C: -3.14489 2.68933 -3.43088  -0.431
C: -3.25124 1.69636 -2.28993  -0.206
C: -0.83460 1.38292 -1.90691  -0.416
H: -0.87297 2.47720 1.68149  0.197
H: -1.71998 1.89617 3.09962  0.242
H: -0.77172 0.78090 2.12862  0.217
H: -3.40812 2.12470 1.27222  0.217
H: -3.20642 0.47650 1.75544  0.246
H: -3.29732 0.23102 -0.49655  0.228
H: -1.59016 0.10275 -0.12705  0.225
H: -2.90219 3.43359 -0.20818  0.225
H: -1.13995 3.27034 -0.15135  0.231
H: -1.88823 5.22685 -1.46431  0.250
H: -0.94905 4.13964 -2.45150  0.212
H: -2.95200 4.82272 -3.72478  0.241
H: -3.99882 4.36974 -2.39304  0.210
H: -2.28215 2.46233 -4.06124  0.214
H: -4.02467 2.55422 -4.06092  0.252
H: -3.24240 0.66716 -2.64730  0.228
H: -4.17055 1.86013 -1.72505  0.222
H: -0.94368 0.36697 -2.27993  0.231
H: -0.05654 1.41804 -1.14725  0.234
H: -0.58161 2.04705 -2.72507  0.232

No. 3
Density functional theory data (wB97M-V/def2-TZVPD) for a molecular structure, C18H31BrFIN2O8P2STi in a non-equilibrium geometry.

Summary:
* highest occupied orbital energy: -0.42709 Ha
* multiplicity: 1
* charge: +2
* relative energy (zero: lowest compared OMol25 entry of this formula, charge and spin): 12.448 eV

Each line ends with the natural charge from an NBO analysis.
Element x y z (Å)
C: 7.01829 -0.95146 2.19548  -0.375
C: 7.28656 -0.34927 0.84670  -0.231
C: 6.06038 -0.06495 -0.23560  0.756
O: 5.71848 -0.89562 -1.23683  -0.554
O: 5.35556 1.21792 -0.09021  -0.545
C: 4.42483 1.18531 1.08725  -0.096
C: 3.24345 2.26455 0.73712  -0.445
C: 2.19393 2.58931 1.93838  -0.434
C: 1.25114 1.37085 2.45468  -0.428
C: 0.78227 0.27776 1.30842  -0.455
C: -0.83750 0.06254 1.19404  -0.458
C: -1.49448 0.20682 -0.32076  -0.062
C: -1.05493 1.59596 -1.10365  -0.609
C: -0.61249 2.87140 -0.20727  0.447
O: -1.01978 3.25006 0.99825  -0.501
I: 0.83656 4.28010 -1.16461  0.148
C: -3.12899 0.40920 -0.02197  0.743
F: -3.51228 1.86928 0.10670  -0.372
N: -3.58211 -0.12595 1.34039  -0.636
C: -5.10328 -0.13213 1.45489  -0.266
C: -5.49527 -0.18855 3.07998  -0.632
O: -4.05733 -0.13479 -0.97136  -0.635
S: -3.68505 -0.11352 -2.58992  2.108
O: -4.72940 -1.02863 -3.34747  -0.803
O: -3.84618 1.25827 -3.33653  -0.885
C: -2.00353 -0.90780 -2.76299  -0.459
C: -1.92961 -2.21639 -3.74032  -0.734
C: -1.32465 -1.15876 -1.24992  -0.705
P: 0.43144 -1.75314 -1.69774  1.229
N: 1.55137 -0.41910 -2.19819  -1.163
O: 1.30363 -2.39126 -0.27828  -0.950
P: -2.02675 -2.75463 -0.38816  1.019
O: -1.02147 -4.16490 -0.79798  -0.973
Br: -4.03293 -3.43096 -1.15451  -0.106
H: 7.01390 -2.12092 2.25286  0.250
H: 6.89707 -0.22051 3.10700  0.243
H: 8.36222 -0.02149 0.50794  0.265
H: 4.05041 0.09556 1.30956  0.202
H: 5.05688 1.64366 1.99035  0.206
H: 2.68858 1.97632 -0.27998  0.206
H: 3.79954 3.29007 0.48184  0.244
H: 2.85137 2.93178 2.87522  0.230
H: 1.47160 3.51549 1.73291  0.239
H: 1.85934 0.81179 3.31719  0.222
H: 0.33076 1.87059 3.02876  0.235
H: 1.16835 0.50313 0.23058  0.203
H: 1.21638 -0.75756 1.71845  0.246
H: -1.27744 0.86091 1.96763  0.302
H: -1.10260 -0.98949 1.69294  0.244
H: -1.91050 2.01744 -1.82595  0.265
H: -0.16319 1.43721 -1.88204  0.267
H: -3.31791 -1.11049 1.50525  0.388
H: -5.62977 0.82750 1.04916  0.234
H: -5.62101 -1.05158 0.94101  0.194
H: -6.57608 0.30262 3.16706  0.241
H: -5.52274 -1.31596 3.38937  0.220
H: -4.72671 0.46486 3.70268  0.238
H: -1.30524 -0.09175 -3.28639  0.095
H: -2.78788 -2.28913 -4.54524  0.275
H: -0.92080 -2.11884 -4.37184  0.238
H: -1.87424 -3.25343 -3.20985  0.349
H: 2.51912 -0.69631 -1.86704  0.446
H: 1.61232 -0.55247 -3.24985  0.379
H: 1.45512 -3.38808 -0.43208  0.520
H: -0.60064 -4.48601 0.06506  0.523
Ti: -1.97608 0.38756 -4.93063  1.655